Computed, not measured: a structure of composition C24H51Br19O2P at a distorted geometry, with ωB97M-V/def2-TZVPD.

Values from the calculation:
* lowest unoccupied orbital energy: -3.616 eV
* frontier orbital gap: 7.03 eV
* total energy: -50342.83455 a.u.

```
! RIJCOSX wB97M-V def2-TZVPD def2/J DEFGRID3
* xyz 1 1
C -1.284 3.303 2.464
C -1.009 4.589 3.249
C -1.771 5.850 2.775
C -2.419 5.756 1.392
C -3.439 6.894 1.166
P -4.909 6.709 2.175
Br -4.900 8.016 3.857
C -5.146 5.039 2.888
O -5.956 4.253 2.051
O -5.083 3.363 1.329
H -0.660 3.225 1.574
H -2.331 3.151 2.216
H -1.004 2.457 3.092
H 0.063 4.770 3.284
H -1.307 4.392 4.280
H -2.482 6.158 3.547
H -1.054 6.673 2.715
H -1.660 5.905 0.627
H -2.941 4.815 1.243
H -3.793 6.861 0.132
H -3.002 7.869 1.371
H -6.079 6.976 1.472
H -5.607 5.140 3.871
H -4.181 4.551 3.032
H -5.289 3.575 0.405
Br -1.762 -0.898 -1.820
C -0.947 -0.479 -0.108
C -1.860 -0.824 1.039
Br -3.293 0.483 1.224
H -0.685 0.573 -0.133
H -0.039 -1.076 -0.057
H -1.313 -0.793 1.978
H -2.336 -1.793 0.922
Br -5.043 -2.690 -0.592
C -6.532 -2.530 0.643
C -6.080 -2.623 2.076
Br -5.640 -4.442 2.590
H -7.242 -3.307 0.378
H -6.971 -1.554 0.452
H -6.879 -2.311 2.745
H -5.194 -2.023 2.260
Br 1.459 1.746 -2.832
C 1.322 0.243 -4.059
C 1.660 -1.061 -3.385
Br 3.572 -1.255 -3.128
H 1.984 0.458 -4.893
H 0.289 0.235 -4.397
H 1.361 -1.899 -4.010
H 1.200 -1.160 -2.408
Br 4.235 -1.204 1.047
C 5.099 -2.597 -0.003
C 6.576 -2.696 0.244
Br 7.559 -1.251 -0.621
H 4.869 -2.378 -1.035
H 4.608 -3.523 0.292
H 6.962 -3.614 -0.189
H 6.833 -2.648 1.298
Br 6.075 -4.137 -3.012
C 6.184 -6.058 -2.750
C 5.323 -6.547 -1.614
Br 6.235 -6.179 0.099
H 7.229 -6.319 -2.625
H 5.813 -6.470 -3.687
H 5.219 -7.624 -1.691
H 4.347 -6.076 -1.574
Br 1.178 -9.314 2.581
C 2.579 -10.388 1.768
C 3.890 -9.650 1.710
Br 3.896 -8.282 0.330
H 2.223 -10.663 0.781
H 2.669 -11.279 2.386
H 4.695 -10.333 1.448
H 4.129 -9.147 2.641
Br 5.676 2.463 -3.787
C 6.554 0.955 -4.636
C 6.599 1.099 -6.133
Br 4.866 0.750 -6.948
H 6.014 0.067 -4.326
H 7.561 0.931 -4.227
H 7.276 0.365 -6.564
H 6.892 2.096 -6.444
Br -6.895 13.082 0.776
C -5.770 12.300 2.144
C -4.534 11.671 1.561
Br -4.935 9.976 0.671
H -6.382 11.584 2.684
H -5.488 13.114 2.807
H -3.816 11.430 2.342
H -4.061 12.293 0.809
Br -1.439 -5.683 -0.017
C -0.995 -7.144 -1.221
C 0.474 -7.459 -1.128
Br 1.538 -6.104 -2.042
H -1.292 -6.839 -2.219
H -1.597 -7.991 -0.901
H 0.717 -8.400 -1.616
H 0.818 -7.484 -0.098
*
```

Computed, not measured: a cluster of 6 separate species, C24H51NO6Si in total at a distorted geometry, with ωB97M-V/def2-TZVPD.

Values from the calculation:
* lowest unoccupied orbital energy: 0.860 eV
* frontier orbital gap: 8.78 eV
* total energy: -1740.43706 a.u.
* structure (SMILES): NC[SiH2]C[C@H]1CO1.C1CCOC1.C1CCOC1.C1CCOC1.C1CCOC1.C1CCOC1

```
! RIJCOSX wB97M-V def2-TZVPD def2/J DEFGRID3
* xyz 0 1
N 5.526 3.776 0.154
C 4.897 4.074 -1.166
Si 3.121 3.344 -1.175
C 1.896 4.678 -0.573
C 0.494 4.077 -1.008
C 0.106 2.684 -0.240
O -0.520 4.128 -0.041
H 5.893 4.626 0.563
H 6.288 3.120 0.027
H 5.454 3.545 -1.965
H 4.884 5.156 -1.389
H 2.720 2.905 -2.536
H 3.002 2.218 -0.236
H 1.842 4.776 0.519
H 1.953 5.632 -1.125
H 0.212 4.155 -2.079
H -0.099 2.247 -1.288
H -0.874 2.327 0.126
C 2.887 5.410 -6.804
C 1.627 5.830 -6.068
C 1.976 5.487 -4.629
O 3.398 5.643 -4.500
C 3.969 5.783 -5.807
H 3.014 5.896 -7.771
H 2.882 4.329 -6.964
H 1.478 6.908 -6.170
H 0.726 5.327 -6.418
H 1.730 4.445 -4.398
H 1.470 6.133 -3.909
H 4.278 6.827 -5.930
H 4.853 5.148 -5.888
C -3.248 -1.889 -0.937
C -2.528 -1.314 0.272
C -1.114 -1.149 -0.258
O -1.227 -0.890 -1.663
C -2.570 -1.156 -2.083
H -4.328 -1.741 -0.917
H -3.053 -2.961 -1.009
H -2.949 -0.337 0.526
H -2.580 -1.947 1.158
H -0.531 -2.068 -0.130
H -0.578 -0.328 0.223
H -3.058 -0.195 -2.284
H -2.557 -1.737 -3.006
C -4.693 -5.828 2.526
C -4.105 -6.971 1.713
C -4.048 -6.365 0.320
O -3.849 -4.957 0.491
C -4.055 -4.617 1.867
H -4.481 -5.893 3.593
H -5.777 -5.799 2.395
H -3.095 -7.196 2.065
H -4.692 -7.888 1.755
H -4.993 -6.511 -0.215
H -3.239 -6.778 -0.285
H -3.078 -4.392 2.309
H -4.680 -3.724 1.934
C -10.036 -4.890 4.724
C -8.949 -4.050 5.374
C -7.700 -4.858 5.059
O -7.942 -5.521 3.813
C -9.331 -5.404 3.480
H -10.945 -4.334 4.498
H -10.301 -5.726 5.377
H -8.895 -3.072 4.889
H -9.094 -3.892 6.443
H -7.519 -5.624 5.821
H -6.808 -4.235 4.975
H -9.421 -4.694 2.651
H -9.710 -6.373 3.151
C 9.647 0.700 2.209
C 9.971 0.804 0.727
C 8.732 1.498 0.185
O 8.236 2.335 1.237
C 8.905 2.003 2.459
H 10.525 0.583 2.844
H 8.982 -0.150 2.385
H 10.849 1.439 0.582
H 10.164 -0.156 0.250
H 7.950 0.773 -0.068
H 8.942 2.105 -0.697
H 9.600 2.816 2.695
H 8.175 1.924 3.265
*
```